Record 1
C17H17BrCeIN2O9S | ωB97M-V/def2-TZVPD

Last column: Löwdin spin population.
Element x y z (Å)
H (3.63132, 1.66953, -2.58864)  0.0000
H (1.41711, 0.85888, -1.89575)  0.0000
N (0.51761, -2.40439, -0.35984)  0.0000
H (0.92495, -3.53783, -2.09036)  0.0000
H (1.61401, -1.90053, -2.03315)  0.0000
H (4.88698, 1.78706, 1.49802)  0.0000
C (-1.67896, 3.25923, 0.13451)  0.0001
H (-0.65817, -4.19063, -0.44295)  0.0001
C (-0.61645, -3.22079, 0.07416)  0.0003
O (-2.25707, 1.55657, 4.81100)  0.0001
H (-1.31634, -2.63203, -2.52046)  0.0000
C (-1.97704, -2.52196, -0.11543)  -0.0002
I (0.08573, 4.05678, 0.95261)  0.0004
N (-1.59867, 2.11520, -0.51688)  -0.0002
H (-1.09943, -0.58323, -1.62270)  0.0001
H (-0.11614, -2.16248, -3.71795)  0.0000
C (4.11528, 1.57945, 0.76611)  -0.0001
H (-2.64695, 0.70863, -1.59816)  0.0000
H (2.68198, 0.96922, 2.20581)  0.0000
Ce (-0.39227, -0.06019, 1.44897)  1.0120
O (2.34641, -3.55445, 2.46989)  -0.0003
O (-0.73337, -0.64573, -2.52867)  0.0002
C (-3.93429, 2.31278, -0.99630)  0.0000
S (-1.66644, 1.02528, 3.61248)  0.0005
C (4.36708, 1.77204, -0.57954)  0.0000
C (-0.42399, -2.01407, -2.67913)  0.0000
C (-2.72200, 1.65239, -1.07706)  0.0001
Br (6.09113, 2.41542, -1.12437)  0.0000
C (0.72147, -2.48797, -1.80247)  0.0000
O (-2.31216, 1.44656, 2.32731)  -0.0016
C (1.82830, 0.83569, 0.22409)  -0.0032
C (3.40711, 1.51013, -1.53994)  -0.0001
O (1.08720, -1.71509, 2.29600)  -0.0027
H (-4.93429, 4.03441, -0.18973)  0.0000
C (2.85425, 1.11234, 1.13980)  -0.0003
O (-2.98270, -3.18677, -0.31376)  -0.0003
H (-2.83116, 4.91464, 0.86162)  0.0000
C (1.73510, -2.71055, 1.82189)  -0.0001
H (2.54407, -2.11661, -0.04756)  0.0000
H (2.05555, -3.82650, 0.01407)  0.0000
O (-1.92449, -1.23041, -0.04259)  -0.0021
C (-3.99484, 3.50487, -0.29307)  0.0000
C (-2.84152, 4.00355, 0.28345)  0.0000
H (-4.81085, 1.87674, -1.45528)  0.0000
H (-0.50696, -3.42650, 1.14163)  0.0001
C (2.15912, 1.04919, -1.12256)  -0.0001
O (-0.20950, 1.39247, 3.40408)  -0.0012
O (-1.64794, -0.48753, 3.51475)  -0.0018
C (1.76221, -2.80279, 0.29204)  0.0001

Results
<S²>   0.75
2S+1   2
ΔE to the lowest compared entry with this formula, charge and spin   12.8 kcal per mole
Total charge   -2
Kohn-Sham gap (alpha / beta)   6.54 / 6.64 eV
Lowest unoccupied orbital energy (alpha / beta)   4.0 / 4.0 eV
Highest occupied orbital energy (alpha / beta)   -2.5 / -2.6 eV



Record 2
C6H8FNO | ωB97M-V/def2-TZVPD

Last column: Mulliken charge in e.
Element x y z (Å)
H (-2.60529, -1.28782, -0.09352)  0.4097
H (1.62147, -0.61007, -1.00143)  0.3425
C (-1.34764, -0.75365, -1.80177)  -0.4133
H (0.19484, -0.29840, -3.18053)  0.3846
H (1.33361, 1.06847, -1.44947)  0.3572
C (0.91472, 0.43968, 2.57289)  -0.7658
C (-1.69170, -0.78930, -0.39484)  -0.1663
C (-0.13796, -0.31166, -2.15288)  -0.3281
C (0.19747, 0.40141, 0.23064)  1.2085
N (-1.00225, -0.28730, 0.54415)  -0.5937
H (-0.06602, 0.05919, 2.86962)  0.3241
H (-2.06857, -1.10540, -2.52193)  0.3615
C (0.84300, 0.14652, -1.12958)  -0.8634
H (0.92563, 1.53089, 2.66183)  0.2543
O (1.24203, 0.03522, 1.26503)  -0.4223
F (-0.04401, 1.74927, 0.37646)  -0.3463
H (1.69067, 0.01294, 3.20534)  0.2567

Results
ΔE to the lowest compared entry with this formula, charge and spin   0.0 kcal per mole
Total charge   0
Kohn-Sham gap   9.87 eV
Lowest unoccupied orbital energy   0.2 eV
Highest occupied orbital energy   -9.7 eV



Record 3
C41H57F21N3O6P2 | ωB97M-V/def2-TZVPD

Last column: Mulliken charge in e.
Element x y z (Å)
H (-0.61589, 1.65431, -1.61560)  0.2763
H (-0.17852, -7.36445, 2.78927)  0.3196
C (-0.70648, 0.01063, 0.78369)  -0.3851
H (0.27949, -1.53805, 1.90055)  0.3946
C (-2.42027, -6.05011, -1.47885)  -0.6293
C (0.00870, -6.17724, -2.84855)  -0.1843
C (-0.36157, 3.99864, -5.89850)  0.2287
H (2.38639, 1.20805, -0.02942)  0.4277
H (0.86737, 5.99812, -3.80089)  0.2853
H (-5.82871, -4.53762, 1.71639)  0.4386
H (0.43848, -4.34228, -1.70067)  0.1437
H (-3.39945, -3.11449, 4.84549)  0.2296
H (2.64720, -1.01651, 0.57396)  0.3116
C (-3.74804, 7.26964, -2.12492)  0.2317
F (0.20262, 5.86739, 2.21317)  -0.3398
C (5.02275, -5.87236, -3.80618)  -0.4434
H (4.35621, -3.19639, -1.10554)  0.4142
C (0.68676, -1.83211, -0.20852)  -0.3446
H (-2.84902, -7.91464, -2.42062)  0.3502
H (0.13241, -1.80814, -1.14983)  0.3426
C (-0.98018, -7.12369, -3.10065)  -0.6685
H (6.20474, -4.90397, -0.78582)  0.3752
P (1.77693, 5.73269, 2.54926)  1.4069
H (-2.36447, 6.18372, 1.50461)  0.0637
C (1.07702, 5.47144, -4.73266)  -0.2728
C (3.14112, -7.19938, 0.20721)  1.0878
F (-3.84937, 7.27381, -4.48713)  -0.2662
H (-0.76509, -7.92152, -3.79792)  0.3634
H (1.14309, 0.76853, -1.22548)  0.5167
H (0.85611, 2.95205, 0.17074)  0.2513
F (1.44316, 1.63446, 5.22156)  -0.4389
O (1.45571, -8.68337, 0.99093)  -0.5515
H (6.47017, -6.70311, -2.45096)  0.3874
F (3.33633, 2.20660, 4.10108)  -0.3173
F (2.16001, 7.13536, 1.83184)  -0.3913
C (-1.47892, 2.95537, -5.72687)  0.8486
C (5.78745, -5.88510, -2.64224)  -0.4008
C (-0.04592, 2.35989, 0.33030)  -0.5145
H (-3.35287, -5.94137, -0.94134)  0.4396
H (-5.16675, -4.88348, 4.31954)  0.4144
H (2.75212, 4.27763, -3.94019)  0.2798
O (1.33830, -6.53062, 1.58645)  -0.1667
F (3.36030, 5.44975, 2.74812)  -0.4022
H (-1.73681, 4.47527, 3.19749)  0.5926
H (-1.34261, 4.57946, -0.72397)  0.1337
H (-4.01626, -2.59471, 0.77881)  0.5537
H (-3.73878, 0.65001, 3.31746)  0.6879
C (-1.41317, -5.11782, -1.19678)  -0.1571
C (-3.15238, 7.55299, 0.15101)  -0.4828
C (-3.35673, 6.61706, -3.46020)  0.9407
C (-2.14285, -7.09522, -2.35389)  -0.2631
F (2.83698, -6.95922, -1.06995)  -0.2169
F (-2.04508, 6.49087, -3.60701)  -0.2097
H (-1.56700, -4.27598, -0.53422)  0.2563
F (3.68168, -6.07401, 0.69019)  -0.2608
C (1.87285, -7.55553, 0.97016)  0.1790
C (5.56860, -4.93960, -1.65996)  -0.5529
H (-0.29531, -4.50026, 1.84630)  -0.0668
C (-3.00218, 2.67926, 2.78408)  -0.2795
C (1.88817, -0.89603, -0.20001)  -0.8554
F (3.26006, 2.66341, 6.32499)  -0.3713
F (-1.32151, 1.88150, -6.48613)  -0.2777
F (1.96840, 4.97157, 1.11568)  -0.3781
C (-2.99943, 1.42372, 3.44622)  -0.6548
F (-1.56590, 2.57327, -4.46699)  -0.1460
C (0.00657, -6.57313, 2.06303)  -0.2123
H (-1.30988, -5.05784, 3.03770)  0.3562
C (-5.04019, -4.05096, 2.26430)  -0.6704
N (-1.49576, 2.77888, 4.43002)  0.0850
H (0.87456, 6.20821, -5.50820)  0.4619
H (-1.71306, 7.72126, 1.88761)  0.4544
F (1.66540, 6.40752, 4.02021)  -0.4165
F (-2.60918, 3.57169, -6.11269)  -0.2677
C (4.56105, -3.97298, -1.83079)  -0.2701
F (1.49976, 4.25485, 3.22059)  -0.4524
H (1.54223, 0.08143, 2.41139)  0.7038
H (1.91121, 1.80079, 2.09244)  0.4143
F (2.86043, -0.00178, 4.51780)  -0.3839
C (-4.18531, -3.01152, 1.75740)  -0.3850
C (-0.21324, -5.17265, -1.94317)  -0.0606
C (-2.00858, 3.44316, 3.35610)  -0.7604
H (2.83503, 4.55010, -5.63303)  0.3373
H (-0.81460, 3.11472, 5.09061)  0.3103
H (2.30040, -1.12519, -1.18885)  0.3437
F (4.68571, 1.01525, 5.50493)  -0.3831
H (-1.15336, -2.02117, 0.89690)  -0.0620
H (0.92417, -6.22615, -3.42625)  0.4099
H (-1.35103, 0.30798, 1.61666)  -0.5424
H (-2.62188, -1.88138, 2.88984)  0.7096
O (-4.74779, 7.89534, -1.94095)  -0.5559
C (2.52987, 5.02883, -4.70312)  -1.2455
H (0.84199, -2.88864, 0.01465)  0.2752
C (3.79547, -3.97443, -2.99210)  -0.1990
N (-3.82985, -3.24602, 3.94723)  0.0173
F (4.03111, -8.17285, 0.28549)  -0.2702
C (1.52926, 0.57033, -0.22237)  -0.9284
H (-4.12604, 7.19501, 0.48274)  0.3633
C (-2.06098, 1.52766, 4.44356)  -0.8846
H (-0.49367, 2.78974, 1.22868)  0.1467
F (-3.88657, 5.37708, -3.42619)  -0.2483
H (3.13985, 5.87833, -4.39947)  0.3941
H (-1.05362, 6.90636, 0.54529)  0.2237
C (-4.76840, -4.17832, 3.60981)  -0.7242
H (-1.93602, 0.84249, 5.26803)  0.4141
P (3.10255, 1.34574, 5.41827)  1.2543
O (0.12254, 4.39913, -4.74384)  -0.0591
C (-3.40817, -2.61988, 2.84541)  -0.5640
H (-0.04681, 4.04627, -1.79705)  0.2340
C (4.07292, -4.89735, -3.99922)  -0.5493
C (-0.28998, -5.20769, 2.68462)  -0.7447
H (-1.72070, 3.84602, -2.25842)  0.2875
H (-3.55812, 3.00958, 1.91901)  0.5164
H (-3.26545, 8.63852, 0.11231)  0.3500
F (2.76235, 0.50759, 6.75240)  -0.3952
C (-2.00158, 7.10228, 1.03774)  -0.7769
C (-1.03593, 3.79071, -1.40979)  -0.9115
H (0.50079, -4.94484, 3.38278)  0.3755
H (-1.99667, 2.01609, -0.64733)  0.2975
H (3.61363, -4.72534, -4.96558)  0.4216
C (1.13281, 1.03264, 2.09854)  -1.1173
H (-1.36711, 0.08761, -0.07904)  0.4809
H (3.23818, -3.08128, -3.25007)  0.4216
O (0.03616, 4.29249, -6.98289)  -0.5386
H (0.44204, 1.51888, 2.79116)  -0.2340
C (-0.99106, 2.37051, -0.88073)  -0.4533
C (-0.24932, -1.41048, 0.95697)  -0.0091
H (5.28937, -6.56216, -4.59782)  0.3860
N (0.44015, 0.98107, 0.76755)  1.4538
H (-0.68091, -6.70246, 1.22451)  0.2153
O (-2.85685, 7.03629, -1.16349)  -0.1220

Results
Total charge   -1
Kohn-Sham gap   8.03 eV
Lowest unoccupied orbital energy   1.5 eV
Highest occupied orbital energy   -6.5 eV